# 1
C20H28CdFN4O4P | ωB97M-V/def2-TZVPD

XYZ file:
```
59
C20H28CdFN4O4P (ωB97M-V/def2-TZVPD)
Cd 2.4464 3.1174 -2.0896
C -3.5214 2.5799 2.6528
C -2.1665 2.0702 3.1278
N -1.2527 1.8909 2.0043
C -0.4430 2.9131 1.6829
C 0.4482 2.9198 0.6421
C 1.3435 4.1556 0.4957
O 1.4228 4.9072 1.4392
O 1.9612 4.3169 -0.6201
C 0.5712 1.7685 -0.1798
O 1.4130 1.5972 -1.1049
C -0.3430 0.6851 0.1424
C -0.3066 -0.4631 -0.6517
C -1.1077 -1.5314 -0.3750
F -0.9620 -2.6307 -1.1473
C -2.0119 -1.5100 0.7027
C -2.0760 -0.3516 1.4652
C -1.2463 0.7557 1.2259
N -2.8281 -2.6047 1.0415
C -3.0532 -3.6163 0.0245
C -4.2468 -4.4769 0.4151
N -3.9527 -5.1269 1.7189
C -3.7273 -4.0894 2.7579
C -2.5572 -3.2061 2.3356
H -4.1897 2.7200 3.4958
H -3.9795 1.8856 1.9559
H -3.4051 3.5373 2.1558
H -2.2653 1.1319 3.6763
H -1.7241 2.8029 3.8037
H -0.4780 3.7966 2.3084
H 0.3855 -0.5041 -1.4778
H -2.7982 -0.3240 2.2637
H -2.1754 -4.2651 -0.1181
H -3.2789 -3.1248 -0.9226
H -4.4270 -5.2386 -0.3443
H -5.1436 -3.8661 0.5286
H -3.0956 -5.6905 1.6200
H -4.7196 -5.7533 1.9908
H -3.5201 -4.5675 3.7166
H -4.6399 -3.4971 2.8433
H -1.6324 -3.8076 2.2979
H -2.4179 -2.4243 3.0827
C 4.7622 -0.3725 -4.2772
P 4.3426 0.7944 -2.9523
C 3.9916 -0.1526 -1.4331
C 5.7971 1.8331 -2.5834
O 3.1843 1.6536 -3.3787
H 5.6151 -0.9923 -4.0146
H 4.9831 0.2006 -5.1761
H 3.8924 -0.9992 -4.4711
H 4.8406 -0.7731 -1.1598
H 3.1212 -0.7826 -1.6049
H 3.7642 0.5459 -0.6244
H 6.6557 1.2297 -2.3050
H 5.5450 2.5185 -1.7669
H 6.0410 2.4081 -3.4752
N 4.4224 5.3604 -3.8102
C 3.7342 4.6555 -3.2230
H 5.0081 5.9911 -4.3261
```

LUMO = -4.9 eV
Molecular weight = 550.85 g/mol
HOMO-LUMO gap = 0.30917 Ha
Multiplicity = 1
Highest occupied orbital energy = -13.292 eV
Energy = -1907.41479 Eh
Max |F| = 1.9 eV/Å
Charge = +2

Atomic charges from the natural (NBO) analysis, expressed in e, are listed below: 1.6908, -0.6203, -0.2095, -0.3275, 0.1675, -0.3153, 0.7832, -0.6067, -0.9199, 0.4983, -0.8092, -0.0851, -0.2095, 0.3431, -0.3222, 0.1106, -0.2156, 0.1723, -0.4436, -0.2402, -0.2384, -0.4922, -0.2388, -0.2341, 0.2375, 0.2087, 0.2272, 0.2058, 0.2330, 0.2611, 0.2577, 0.2223, 0.1974, 0.2586, 0.2484, 0.2388, 0.4361, 0.4518, 0.2481, 0.2379, 0.1900, 0.2498, -0.9954, 1.9192, -0.9985, -1.0030, -1.1957, 0.2610, 0.2675, 0.2644, 0.2597, 0.2562, 0.2582, 0.2667, 0.2481, 0.2587, -0.5898, 0.1960, 0.4787

# 2
C20H28ClN3O2 | ωB97M-V/def2-TZVPD

XYZ file:
```
54
C20H28ClN3O2 (ωB97M-V/def2-TZVPD)
O -3.5046 -1.4684 -1.7535
C -2.3935 -1.3800 -1.1695
N -2.1991 -0.3988 -0.2039
H -1.4512 -0.5679 0.3496
C -3.2807 0.3284 0.1336
C -3.8771 1.3070 -0.8003
C -2.7680 2.0636 -1.3069
C -1.8886 2.9305 -0.5180
N -1.4772 1.9669 0.4868
C -2.5013 1.3218 1.2850
H -2.2228 0.9355 2.1195
H -3.3174 2.2279 1.6216
C -0.2409 2.1311 1.2338
C 1.0248 2.1586 0.5992
C 0.9772 1.2784 -0.7178
C 2.0820 0.9933 -1.1585
C 3.3911 1.3644 -0.7607
C 3.3577 2.2536 0.4120
C 2.3229 2.6854 0.9434
H 2.2195 3.2343 2.0169
H 4.2892 2.6923 0.5960
Cl 4.7076 1.2599 -1.5023
H 2.1260 0.5474 -2.1304
H -0.0177 0.9495 -0.7594
H -0.2910 3.5321 1.4521
H -0.1378 1.6946 2.2231
H -0.9815 3.2008 -0.8459
H -2.4499 3.8608 0.0393
H -2.1022 1.4715 -1.9033
H -3.0385 2.8772 -2.1154
H -4.2888 0.8809 -1.6563
H -4.6013 2.0496 -0.5653
H -4.1301 0.0498 0.7881
C -1.3412 -2.3814 -1.4463
H -0.5745 -1.6801 -1.8446
H -1.5617 -2.7814 -2.1446
C -0.7466 -2.9466 -0.3381
N 0.5766 -2.5229 0.4461
C 0.7482 -1.5866 1.1675
O -0.2954 -0.9094 1.7522
C 2.2588 -1.4097 1.7679
C 3.0870 -2.2470 1.3545
C 2.8885 -2.6100 -0.3360
C 1.5835 -3.3826 -0.5011
H 1.2502 -3.2257 -1.6583
H 1.8445 -4.3379 -0.1648
H 3.8415 -3.3177 -0.7483
H 3.1312 -1.7614 -0.8586
H 4.2512 -1.8213 1.1805
H 3.0166 -3.1957 1.7120
H 2.1829 -1.2352 2.6503
H 2.4389 -0.2833 1.1994
H -1.2237 -2.6762 0.5948
H -0.6932 -4.1197 -0.2171
```

LUMO = 0.4 eV
Molecular weight = 377.92 g/mol
HOMO-LUMO gap = 0.28571 Ha
Multiplicity = 1
Highest occupied orbital energy = -7.394 eV
Energy = -1553.16575 Eh
Max |F| = 18.8 eV/Å

Atomic charges from the natural (NBO) analysis, expressed in e, are listed below: -0.6347, 0.6949, -0.6463, 0.4337, -0.0188, -0.4557, -0.3871, -0.1826, -0.4694, -0.1479, 0.1904, 0.1333, -0.1999, 0.0570, -0.2545, -0.2421, -0.2026, -0.2102, -0.2354, 0.2147, 0.2106, 0.1527, 0.1946, 0.2537, 0.0935, 0.2590, 0.2088, 0.1514, 0.2037, 0.1914, 0.2415, 0.2256, 0.2024, -0.4984, 0.2322, 0.2082, -0.2264, -0.3955, 0.6723, -0.7831, -0.4333, -0.3722, -0.3963, -0.2215, 0.2274, 0.2223, 0.1981, 0.2088, 0.2204, 0.1994, 0.2135, 0.2176, 0.2530, 0.2278

# 3
C20H28CuF3N8O5S2 | ωB97M-V/def2-TZVPD

XYZ file:
```
67
C20H28CuF3N8O5S2 (ωB97M-V/def2-TZVPD)
Cu -1.6116 -0.7346 0.2498
C -4.4608 1.2419 -2.2040
C -3.4761 1.0165 -1.0749
O -2.9149 -0.1278 -1.0644
C -3.2895 2.0415 -0.1620
C -2.4909 1.9683 1.0076
C -2.5035 3.1242 1.9728
N -1.7775 0.9192 1.2886
N -1.1897 0.8190 2.5288
C -0.8493 -0.4164 2.7787
O -1.0596 -1.4162 1.9927
C -0.2468 -0.6956 4.1078
C -0.1963 -2.0120 4.5590
C 0.2888 -2.3003 5.8255
C 0.7439 -1.2782 6.6468
C 0.7287 0.0321 6.1858
C 0.2373 0.3239 4.9235
H -4.1476 0.6760 -3.0802
H -5.4429 0.8762 -1.8965
H -4.5430 2.2985 -2.4536
H -3.8518 2.9526 -0.3105
H -3.1078 3.9423 1.5864
H -2.8982 2.7997 2.9358
H -1.4822 3.4670 2.1424
H -0.5548 -2.7918 3.9000
H 0.3038 -3.3254 6.1762
H 1.1037 -1.5015 7.6443
H 1.0970 0.8306 6.8191
H 0.2131 1.3395 4.5530
C -0.6554 1.0761 -2.7807
N 0.4288 0.5473 -1.9557
C 1.1216 -0.4887 -2.7229
N 1.6794 0.0512 -3.9771
C 0.5659 0.5949 -4.7558
N -0.1510 1.6552 -4.0410
C 0.8028 2.7080 -3.6984
N 1.9272 2.2202 -2.8930
C 1.3641 1.6232 -1.6657
C 2.5854 1.1451 -3.6436
H -1.1836 1.8548 -2.2249
H -1.3479 0.2660 -3.0079
H 0.4188 -1.2825 -2.9637
H 1.9290 -0.9034 -2.1163
H -0.1355 -0.2138 -4.9694
H 0.9504 0.9991 -5.6977
H 0.2800 3.4792 -3.1266
H 1.1917 3.1514 -4.6205
H 0.8475 2.4053 -1.1025
H 2.1779 1.2276 -1.0587
H 3.4066 0.7501 -3.0395
H 2.9949 1.5636 -4.5685
F 0.8560 -3.9901 -2.4748
C -0.0022 -4.4596 -1.5518
F -0.4344 -5.6589 -1.9760
F 0.6837 -4.6555 -0.4187
S -1.4352 -3.2883 -1.3404
O -1.9097 -3.1266 -2.6882
O -2.3101 -3.9449 -0.4121
O -0.7193 -2.1140 -0.8115
N 3.8383 -1.6979 2.7169
C 3.5262 -0.9031 1.6572
N 4.5622 -0.1454 1.1765
S 2.0130 -0.8601 1.0042
H 4.7983 -1.9534 2.8798
H 3.1407 -2.3883 2.9393
H 5.3056 0.1096 1.8080
H 4.2670 0.5776 0.5429
```

LUMO (alpha / beta) = 2.2 / 2.2 eV
Molecular weight = 645.17 g/mol
HOMO-LUMO gap (alpha / beta) = 0.24773 / 0.24703 Ha
Multiplicity = 2
Highest occupied orbital energy (alpha / beta) = -4.518 / -4.499 eV
Energy = -4329.76136 Eh
Max |F| = 1.0 eV/Å
Charge = -1

Atomic charges from the natural (NBO) analysis, expressed in e, are listed below: 1.4370, -0.6773, 0.4897, -0.7828, -0.5015, 0.3061, -0.6641, -0.4704, -0.4548, 0.5344, -0.8033, -0.0109, -0.2047, -0.2318, -0.2289, -0.2327, -0.1945, 0.2280, 0.2210, 0.2067, 0.2002, 0.2020, 0.2358, 0.2308, 0.2407, 0.2024, 0.1988, 0.1999, 0.2296, -0.0922, -0.4743, -0.0874, -0.4748, -0.0780, -0.4772, -0.0768, -0.4815, -0.0805, -0.0755, 0.2009, 0.2247, 0.2232, 0.2089, 0.2040, 0.1805, 0.1911, 0.1824, 0.1944, 0.2026, 0.1900, 0.1820, -0.3306, 0.6907, -0.3297, -0.3224, 2.3595, -0.9633, -0.9521, -1.0494, -0.8075, 0.2500, -0.8164, -0.1926, 0.3748, 0.4178, 0.3733, 0.4059

# 4
C20H28F3O2Yb | ωB97M-V/def2-TZVPD

XYZ file:
```
54
C20H28F3O2Yb (ωB97M-V/def2-TZVPD)
O -0.2329 0.0016 0.1569
C 0.8396 -0.0910 -0.8537
C 0.1945 0.9992 -1.6935
H 0.8012 -1.0893 -1.2796
H 1.8274 0.1442 -0.4389
C -0.9444 1.0275 -0.6612
H -0.1680 0.6790 -2.6574
H 0.7602 1.9363 -1.7545
C -2.2782 0.4360 -1.0841
H -2.1240 -0.5678 -1.5051
H -2.7677 1.0687 -1.8364
H -2.9560 0.3614 -0.2227
C -1.0249 2.3691 0.0302
H -0.0133 2.7450 0.2277
H -1.5855 2.3147 0.9721
H -1.5288 3.0851 -0.6343
Yb 0.1275 -0.0537 2.3374
C 0.9478 1.6730 4.1544
C 1.8944 0.6064 4.0797
C 2.5769 0.7212 2.8353
H 2.1047 -0.1407 4.8472
C 2.0485 1.8457 2.1414
C 1.0370 2.4303 2.9542
H 0.4975 3.3530 2.7302
H 0.3028 1.8985 5.0050
H 3.4299 0.1216 2.5155
H 2.4467 2.2536 1.2100
C -1.5509 -0.3995 4.3533
C -2.0241 0.7922 3.7401
C -2.5395 0.4540 2.4593
H -2.0394 1.7916 4.1775
C -2.3706 -0.9482 2.2742
C -1.7638 -1.4761 3.4442
H -1.5891 -2.5347 3.6374
H -1.1356 -0.4921 5.3584
H -3.0722 1.1248 1.7868
H -2.7302 -1.5356 1.4289
O 0.1886 -1.1010 -3.5227
C -0.0700 -0.1761 -4.6173
C 0.3997 -0.7865 -5.9399
H 0.4994 0.7637 -4.4868
H -1.1364 0.0904 -4.6011
C 1.3684 -1.9062 -5.4944
H 0.9000 -0.0339 -6.5595
H -0.4635 -1.2046 -6.4630
C 1.1630 -2.0579 -3.9716
H 2.3977 -1.5893 -5.6793
H 1.1787 -2.8470 -6.0135
H 2.0927 -1.8270 -3.4318
H 0.8505 -3.0680 -3.6705
F 2.4122 -2.5641 1.9559
C 1.1886 -2.4041 2.5638
F 1.3133 -2.9565 3.8228
F 0.3200 -3.2372 1.8731
```

LUMO (alpha / beta) = 0.3 / 0.3 eV
Molecular weight = 530.48 g/mol
HOMO-LUMO gap (alpha / beta) = 0.30616 / 0.30702 Ha
Multiplicity = 2
Highest occupied orbital energy (alpha / beta) = -8.015 / -8.038 eV
Energy = -2387.61911 Eh
Max |F| = 2.3 eV/Å

Atomic charges from the natural (NBO) analysis, expressed in e, are listed below: -0.6236, -0.0467, -0.4561, 0.2194, 0.2010, 0.3201, 0.2420, 0.2103, -0.6432, 0.2331, 0.2207, 0.2286, -0.6518, 0.2241, 0.2349, 0.2323, 1.4949, -0.3125, -0.3680, -0.3491, 0.2560, -0.3594, -0.3505, 0.2335, 0.2368, 0.2517, 0.2290, -0.3560, -0.3257, -0.3192, 0.2305, -0.3765, -0.3317, 0.2576, 0.2422, 0.2128, 0.2392, -0.5589, -0.0871, -0.4294, 0.1655, 0.1949, -0.4345, 0.2195, 0.2117, -0.0712, 0.2123, 0.2215, 0.1705, 0.1923, -0.3857, 0.5675, -0.3821, -0.3873